Entry 1
This record from OMol25 describes one molecule with the formula C2H6O. The level of theory is ωB97M-V with the def2-TZVPD basis set.

Output
HOMO-LUMO gap: 11.411 eV
SMILES string: CCO
lowest unoccupied orbital energy: 0.0397 hartree
molar mass: 46.1 g mol⁻¹

The geometry in ORCA input format:
```
! RIJCOSX wB97M-V def2-TZVPD def2/J DEFGRID3
* xyz 0 1
C -0.928 -0.014 0.091
C 0.550 0.423 0.005
O 1.391 -0.690 0.259
H -1.354 0.163 1.086
H -1.573 0.456 -0.664
H -0.977 -1.102 -0.070
H 0.830 1.176 0.755
H 0.788 0.882 -0.971
H 1.271 -1.293 -0.491
*
```


Entry 2
This record from OMol25 describes a 2-piece molecular cluster, C2H6O overall. The level of theory is ωB97M-V with the def2-TZVPD basis set.

Output
HOMO-LUMO gap: 11.456 eV
SMILES string: C=C.O
lowest unoccupied orbital energy: 0.0364 hartree
molar mass: 46.1 g mol⁻¹

The geometry in ORCA input format:
```
! RIJCOSX wB97M-V def2-TZVPD def2/J DEFGRID3
* xyz 0 1
C -0.832 -0.448 0.709
C -0.837 -1.163 -0.422
H -1.223 0.575 0.683
H -0.528 -0.852 1.681
H -1.167 -0.750 -1.382
H -0.507 -2.208 -0.404
O 1.979 1.732 -0.549
H 1.815 0.824 -0.207
H 1.300 2.290 -0.108
*
```


Which of them is the most stable? Correct choice: entry 1.


Entry 1
This record from OMol25 describes a 6-piece molecular cluster, C18H46N2O6 overall. The level of theory is ωB97M-V with the def2-TZVPD basis set.

Output
HOMO-LUMO gap: 9.307 eV
SMILES string: CC1(C)CCCC(C)(C)N1O.CC1(C)CCCC(C)(C)N1O.O.O.O.O
lowest unoccupied orbital energy: 0.0216 hartree
molar mass: 386.6 g mol⁻¹

The geometry in ORCA input format:
```
! RIJCOSX wB97M-V def2-TZVPD def2/J DEFGRID3
* xyz 0 1
C -1.853 -0.517 -2.513
C -1.177 -1.823 -2.526
C -2.353 -2.900 -2.684
C -0.308 -1.851 -3.853
C 0.571 -3.047 -3.841
C 1.346 -3.158 -2.545
C 0.505 -3.111 -1.245
C -0.147 -4.441 -0.908
C 1.477 -2.697 -0.092
N -0.462 -1.992 -1.253
O -1.432 -2.029 -0.203
H -2.590 -0.459 -3.416
H -2.561 -0.352 -1.677
H -1.171 0.383 -2.586
H -2.282 -3.371 -3.685
H -2.263 -3.698 -1.996
H -3.370 -2.456 -2.693
H -1.113 -1.881 -4.588
H 0.332 -0.976 -4.039
H 0.020 -4.042 -3.933
H 1.359 -3.094 -4.641
H 2.024 -2.284 -2.474
H 1.930 -4.029 -2.365
H -0.952 -4.339 -0.188
H 0.567 -4.985 -0.304
H -0.392 -5.003 -1.822
H 2.000 -1.840 -0.432
H 2.301 -3.396 0.049
H 0.969 -2.459 0.817
H -1.099 -1.323 0.383
C -2.041 1.067 2.985
C -1.009 2.065 2.344
C -1.660 2.780 1.063
C -0.581 3.263 3.282
C 0.364 2.686 4.379
C 1.602 1.962 3.773
C 1.244 0.857 2.732
C 2.515 0.457 1.986
C 0.772 -0.374 3.497
N 0.267 1.407 1.778
O -0.342 0.345 0.900
H -2.325 0.320 2.189
H -1.677 0.659 3.893
H -2.944 1.634 3.222
H -2.020 1.998 0.391
H -2.404 3.557 1.389
H -0.796 3.237 0.568
H -0.072 4.056 2.724
H -1.500 3.668 3.623
H 0.700 3.592 4.910
H -0.239 2.049 5.034
H 2.249 1.543 4.559
H 2.223 2.761 3.242
H 2.404 -0.599 1.673
H 3.380 0.564 2.658
H 2.688 0.999 1.044
H 0.562 -1.216 2.830
H -0.118 -0.153 4.049
H 1.587 -0.701 4.106
H 0.111 0.430 0.016
O 0.460 2.582 -3.276
H -0.021 2.143 -3.954
H -0.221 3.118 -2.824
O -0.593 4.748 -2.011
H -1.346 4.434 -1.465
H 0.204 4.567 -1.435
O 1.344 3.181 -0.003
H 2.140 2.835 -0.402
H 1.017 2.522 0.691
O 1.633 0.720 -1.324
H 1.116 -0.051 -1.657
H 1.454 1.460 -1.926
*
```


Entry 2
This record from OMol25 describes a 6-piece molecular cluster, C18H46N2O6 overall. The level of theory is ωB97M-V with the def2-TZVPD basis set.

Output
HOMO-LUMO gap: 8.342 eV
SMILES string: CC1(C)CCCC(C)(C)N1O.CC1(C)CCCC(C)(C)N1O.O.O.O.O
lowest unoccupied orbital energy: 0.0046 hartree
molar mass: 386.6 g mol⁻¹

The geometry in ORCA input format:
```
! RIJCOSX wB97M-V def2-TZVPD def2/J DEFGRID3
* xyz 0 1
C -2.209 0.637 -3.564
C -3.386 0.932 -2.550
C -4.216 2.112 -3.179
C -4.389 -0.267 -2.596
C -5.399 -0.221 -1.391
C -4.667 0.020 -0.037
C -3.788 1.310 -0.034
C -4.618 2.552 0.175
C -2.912 1.097 1.237
N -2.878 1.239 -1.169
O -1.806 2.137 -1.178
H -1.453 0.004 -3.099
H -2.472 0.197 -4.526
H -1.714 1.598 -3.706
H -5.040 2.331 -2.500
H -3.671 3.053 -3.262
H -4.605 1.844 -4.162
H -4.896 -0.381 -3.554
H -3.662 -1.039 -2.344
H -6.143 0.576 -1.407
H -5.997 -1.125 -1.271
H -4.071 -0.847 0.246
H -5.452 0.083 0.717
H -3.938 3.374 -0.050
H -5.104 2.701 1.139
H -5.518 2.620 -0.436
H -2.247 1.953 1.354
H -2.309 0.194 1.138
H -3.521 1.016 2.138
H -1.168 1.461 -0.940
C 5.779 -3.123 1.005
C 4.537 -2.170 0.847
C 4.877 -1.050 -0.160
C 3.436 -3.082 0.261
C 2.100 -2.331 0.209
C 1.781 -1.904 1.607
C 2.811 -1.015 2.318
C 2.692 0.420 1.851
C 2.420 -0.926 3.844
N 4.115 -1.698 2.220
O 5.160 -1.124 3.010
H 5.848 -3.814 0.165
H 5.605 -3.735 1.890
H 6.733 -2.603 1.095
H 4.046 -0.378 -0.376
H 5.185 -1.520 -1.094
H 5.802 -0.605 0.205
H 3.791 -3.366 -0.730
H 3.368 -4.008 0.832
H 1.305 -2.982 -0.154
H 2.150 -1.553 -0.553
H 1.640 -2.824 2.176
H 0.813 -1.413 1.706
H 1.826 0.941 2.260
H 3.552 1.039 2.108
H 2.563 0.487 0.771
H 2.721 -1.744 4.498
H 2.960 -0.095 4.298
H 1.396 -0.656 4.101
H 5.218 -1.761 3.726
O 0.247 0.656 -0.638
H 0.880 0.096 -0.188
H 0.227 1.461 -0.119
O 3.220 3.403 -1.192
H 2.388 3.004 -1.446
H 3.217 3.376 -0.235
O 0.799 3.070 0.467
H -0.011 3.537 0.670
H 1.466 3.503 0.998
O -1.821 -1.698 -0.783
H -1.589 -0.811 -1.058
H -2.001 -2.164 -1.600
*
```


Which of them is the most stable? Correct choice: entry 1.